{
  "formula": "C25H25BF6NO3",
  "method": "wB97M-V/def2-TZVPD",
  "species": ["C", "C", "C", "C", "C", "B", "O", "C", "C", "N", "C", "C", "C", "O", "O", "H", "H", "H", "H", "H", "H", "H", "H", "H", "H", "H", "H", "H", "H", "H", "H", "F", "C", "F", "F", "C", "C", "C", "C", "C", "C", "C", "C", "C", "C", "F", "F", "F", "C", "C", "C", "C", "H", "H", "H", "H", "H", "H", "H", "H", "H"],
  "positions_angstrom": [[-7.0162, -0.6798, 1.1241], [-5.9646, -1.5278, 0.5913], [-6.0139, -2.8219, 0.1491], [-4.6848, -3.1696, -0.2164], [-3.8782, -2.0928, 0.0794], [-2.2854, -1.9868, 0.0110], [-1.7632, -0.9503, -0.8482], [-1.0973, 0.0712, -0.1028], [-1.3109, -0.1491, 1.3937], [-1.6446, -1.6081, 1.5192], [-2.4232, -1.9040, 2.7449], [-0.4073, -2.4760, 1.4570], [-0.8246, -3.7115, 0.6561], [-1.8035, -3.3338, -0.3032], [-4.6725, -1.0626, 0.5460], [-7.9605, -1.2414, 1.0694], [-6.8216, -0.4292, 2.1766], [-7.1386, 0.2571, 0.5638], [-6.8946, -3.4581, 0.1200], [-4.3675, -4.1087, -0.6376], [-0.0151, 0.0657, -0.3322], [-1.5108, 1.0354, -0.4343], [-0.4150, 0.1009, 1.9781], [-2.1523, 0.4521, 1.7564], [-1.7761, -1.8117, 3.6318], [-3.2526, -1.1921, 2.8481], [-2.8220, -2.9246, 2.7004], [0.3757, -1.9223, 0.9190], [-0.0454, -2.7303, 2.4564], [0.0335, -4.1433, 0.1187], [-1.2495, -4.4746, 1.3240], [5.1520, 2.8892, 4.4675], [3.8477, 2.9697, 4.0520], [3.0712, 2.4887, 5.0644], [3.5526, 4.2998, 3.9136], [3.6362, 2.2206, 2.7683], [2.8557, 1.0673, 2.7599], [2.6399, 0.4019, 1.5640], [3.1205, 0.9281, 0.3263], [2.7620, 0.3017, -0.9017], [2.8161, 0.9101, -2.1879], [2.7648, 2.3252, -2.3708], [2.6540, 2.8835, -3.6330], [2.5934, 2.0429, -4.7454], [2.3285, 2.6635, -6.0836], [2.2165, 1.7389, -7.0775], [1.1608, 3.3823, -6.0711], [3.3299, 3.5281, -6.4398], [2.7298, 0.6632, -4.6239], [2.8434, 0.1025, -3.3658], [3.9940, 2.0592, 0.4012], [4.2434, 2.6928, 1.6064], [2.4212, 0.6977, 3.6864], [2.1060, -0.5499, 1.5701], [2.4493, -0.7463, -0.8532], [2.7958, 2.9860, -1.5070], [2.5943, 3.9636, -3.7537], [2.7285, 0.0336, -5.5145], [2.9726, -0.9739, -3.2616], [4.5123, 2.4048, -0.4931], [4.9101, 3.5535, 1.6437]],
  "homo_ha": -0.3429,
  "multiplicity": 1,
  "charge": 1,
  "gap_ev": 2.6
}

---

{
  "formula": "C10H20Cl10F8Mg2N4O16S8",
  "method": "wB97M-V/def2-TZVPD",
  "species": ["Mg", "Mg", "N", "S", "O", "O", "F", "S", "O", "O", "F", "N", "S", "O", "O", "F", "S", "O", "O", "F", "N", "S", "O", "O", "F", "S", "O", "O", "F", "N", "S", "O", "O", "F", "S", "O", "O", "F", "Cl", "C", "C", "Cl", "H", "H", "H", "H", "Cl", "C", "C", "Cl", "H", "H", "H", "H", "Cl", "C", "C", "Cl", "H", "H", "H", "H", "Cl", "C", "C", "Cl", "H", "H", "H", "H", "Cl", "C", "C", "Cl", "H", "H", "H", "H"],
  "positions_angstrom": [[13.1272, 12.1146, 15.2838], [10.0915, 9.4705, 13.7890], [13.1533, 13.7455, 16.0507], [14.2866, 15.0319, 15.9161], [15.1962, 15.1995, 17.0821], [14.0173, 16.1175, 14.9893], [15.2628, 14.1644, 14.9575], [12.1423, 14.7581, 16.8683], [11.2749, 15.6282, 15.9955], [12.5688, 15.1278, 18.1952], [10.9997, 13.6351, 17.0904], [9.6665, 9.8536, 15.5224], [10.5591, 10.4535, 16.8688], [9.9491, 10.7920, 18.1721], [11.6765, 11.1246, 16.2375], [11.1002, 9.0187, 17.2628], [8.3165, 10.0404, 16.1441], [7.8229, 11.4640, 16.1695], [7.8276, 9.0447, 17.0702], [7.7287, 9.5688, 14.7238], [11.7602, 9.0859, 13.1729], [13.3762, 9.0718, 13.8042], [13.5688, 10.4683, 14.3641], [14.5299, 8.4551, 13.1387], [13.2281, 8.2984, 15.2259], [12.1970, 9.1596, 11.7015], [12.7509, 8.0344, 10.8978], [12.5335, 10.5425, 11.3894], [10.6979, 8.8959, 11.2968], [9.7151, 11.1372, 13.0606], [10.4733, 12.6758, 13.2380], [10.4363, 13.8031, 12.3221], [11.7570, 12.5199, 13.8840], [9.6386, 13.2160, 14.5091], [8.9333, 11.5727, 11.8251], [9.6064, 11.4967, 10.5339], [7.8556, 12.5296, 12.0145], [8.2548, 10.1210, 11.7987], [12.0633, 18.3421, 11.3390], [11.1211, 17.4865, 12.5537], [9.7573, 16.9448, 12.0584], [8.8429, 16.4187, 13.4792], [11.0266, 18.3104, 13.2612], [11.7376, 16.6865, 12.9637], [9.8481, 16.1606, 11.3068], [9.2320, 17.8120, 11.6581], [8.8680, 7.5759, 13.2306], [9.5146, 5.9568, 13.6597], [9.2088, 5.5309, 15.0342], [10.0416, 6.4572, 16.3236], [10.6005, 6.0172, 13.5871], [9.1802, 5.1832, 12.9685], [9.6733, 4.5511, 15.1455], [8.1961, 5.2770, 15.3473], [10.8388, 13.2223, 6.7112], [11.5894, 12.7893, 8.2682], [11.4574, 13.9900, 9.2084], [12.2887, 15.4205, 8.6696], [12.6021, 12.4324, 8.0808], [11.0850, 11.9058, 8.6597], [11.7572, 13.7702, 10.2331], [10.4661, 14.4115, 9.3752], [17.0055, 15.2390, 9.6373], [15.6309, 15.2952, 10.7243], [14.9695, 13.8651, 10.9943], [13.8473, 13.9923, 12.3362], [14.9548, 15.9926, 10.2298], [15.9073, 15.7111, 11.6932], [15.6710, 13.0715, 11.2513], [14.4037, 13.4329, 10.1690], [4.9956, 17.3504, 10.7346], [6.0902, 15.9241, 10.4924], [5.3601, 14.5623, 10.4243], [3.9839, 14.7151, 9.3008], [6.8753, 15.8787, 11.2471], [6.6329, 16.2482, 9.6045], [4.9420, 14.2759, 11.3893], [6.0121, 13.7493, 10.1050]],
  "homo_ha": -0.3789,
  "multiplicity": 1,
  "gap_ev": 8.2
}

---

{
  "formula": "C14H27O8P",
  "method": "wB97M-V/def2-TZVPD",
  "species": ["C", "C", "C", "C", "O", "P", "O", "O", "C", "C", "C", "C", "C", "O", "C", "O", "C", "C", "O", "O", "C", "C", "O", "H", "H", "H", "H", "H", "H", "H", "H", "H", "H", "H", "H", "H", "H", "H", "H", "H", "H", "H", "H", "H", "H", "H", "H", "H", "H", "H"],
  "positions_angstrom": [[-6.7878, 2.8135, 0.6048], [-5.3150, 2.4356, 0.0632], [-5.3991, 0.9449, -0.6023], [-4.0601, 0.6012, -1.4628], [-3.0157, 0.3055, -0.4897], [-1.5050, 0.0481, -1.2771], [-1.7925, -0.1592, -2.7732], [-0.6398, 1.4941, -1.0692], [0.6508, 1.4794, -1.7453], [1.7609, 1.8964, -0.6474], [3.0698, 0.9638, -0.6280], [3.1658, 0.1502, 0.7776], [3.3167, 1.1557, 2.0384], [4.3657, 0.7911, 2.9645], [4.1251, -0.5325, 3.5384], [-0.8247, -1.3046, -0.5019], [0.2111, -1.9297, -1.2948], [0.5051, -3.4503, -0.8151], [-0.2283, -4.0402, 0.0127], [1.6942, -4.0688, -1.3689], [2.5537, -4.4639, -0.2540], [3.5448, -3.3404, 0.3071], [2.4353, -5.6152, 0.2020], [-6.6597, 3.3423, 1.6132], [-7.4618, 1.8888, 0.7241], [-7.3081, 3.4815, -0.1727], [-4.5274, 2.4448, 0.9018], [-4.9503, 3.1173, -0.7904], [-6.2940, 0.9976, -1.3278], [-5.5686, 0.2210, 0.2629], [-4.3297, -0.2901, -2.1206], [-3.7720, 1.5431, -2.0422], [0.6600, 2.3248, -2.5369], [0.8866, 0.5195, -2.3151], [1.2347, 1.9221, 0.3785], [2.0893, 2.9868, -0.8542], [3.9779, 1.6836, -0.6048], [3.1795, 0.2782, -1.5432], [4.0273, -0.6098, 0.7880], [2.1864, -0.4407, 0.9692], [2.3454, 1.2376, 2.6360], [3.5516, 2.1931, 1.6072], [4.7967, -1.2585, 2.9480], [4.3948, -0.5782, 4.6581], [3.0426, -0.8834, 3.4083], [0.0670, -1.8626, -2.4251], [1.1952, -1.3592, -1.0642], [3.5425, -2.4415, -0.4196], [4.6287, -3.6931, 0.4008], [3.2340, -2.9397, 1.3417]],
  "homo_ha": -0.3717,
  "multiplicity": 1,
  "smiles": "CCCCO[P@@](=O)(OCCCCCOC)OCC(=O)OC(C)=O",
  "gap_ev": 10.4
}

---

{
  "formula": "C23H35GaN6SSb",
  "method": "wB97M-V/def2-TZVPD",
  "species": ["Ga", "S", "N", "C", "C", "C", "C", "C", "N", "C", "C", "N", "C", "C", "C", "C", "C", "N", "H", "H", "H", "H", "H", "H", "N", "C", "C", "N", "H", "H", "H", "H", "H", "H", "H", "H", "C", "C", "C", "Sb", "C", "C", "C", "C", "C", "C", "H", "H", "H", "H", "H", "H", "H", "H", "H", "H", "H", "H", "H", "H", "H", "H", "H", "H", "H", "H", "H"],
  "positions_angstrom": [[-0.2864, 0.8743, -0.1036], [4.9713, 6.1659, -0.7007], [5.1180, 4.5749, -0.5475], [3.8924, 4.0747, -0.5474], [3.5473, 2.6747, -0.4407], [4.4852, 1.6364, -0.3822], [4.0415, 0.3340, -0.3006], [2.6746, 0.0901, -0.2507], [1.7722, 1.0685, -0.3026], [2.1928, 2.3455, -0.4222], [1.1593, 3.3511, -0.6038], [-0.1160, 2.9020, -0.6958], [-1.0696, 3.7866, -1.0011], [-0.8233, 5.1448, -1.1557], [0.4630, 5.6152, -1.0080], [1.4884, 4.6999, -0.7477], [2.8874, 5.0623, -0.6779], [3.3729, 6.2901, -0.7758], [5.5406, 1.8786, -0.4099], [4.7364, -0.4931, -0.2671], [2.2923, -0.9128, -0.1441], [-2.0651, 3.4130, -1.1784], [-1.6380, 5.8087, -1.4086], [0.7043, 6.6651, -1.1196], [-2.4701, 1.2076, 0.1754], [-2.7052, 1.1377, 1.6374], [-1.6564, 2.0034, 2.3042], [-0.3152, 1.4686, 1.9337], [-2.8414, 2.0846, -0.1745], [-2.9996, 0.4861, -0.3058], [-2.5858, 0.0989, 1.9521], [-3.7111, 1.4532, 1.9126], [-1.7937, 2.0241, 3.3842], [-1.7245, 3.0280, 1.9372], [-0.0701, 0.7086, 2.5673], [0.3933, 2.1847, 2.0873], [0.2091, -2.8398, -3.0084], [0.6873, -2.9135, -1.5642], [0.9040, -4.3311, -1.0522], [-0.7710, -1.8427, -0.3122], [-0.4039, -2.2883, 1.7987], [-0.8738, -3.6858, 2.1860], [1.0722, -2.0508, 2.1012], [-2.7917, -2.5505, -0.8764], [-2.7094, -4.0614, -1.0438], [-3.8498, -2.1423, 0.1374], [0.9704, -3.2822, -3.6543], [0.0480, -1.8154, -3.3491], [-0.7086, -3.4080, -3.1629], [1.6018, -2.3382, -1.4428], [0.0089, -4.9454, -1.1206], [1.2753, -4.3617, -0.0290], [1.6625, -4.8047, -1.6810], [-1.0129, -1.5479, 2.3252], [-0.3559, -4.4641, 1.6268], [-1.9465, -3.8151, 2.0501], [-0.6607, -3.8541, 3.2442], [1.7116, -2.7628, 1.5773], [1.2553, -2.1878, 3.1694], [1.4006, -1.0399, 1.8404], [-2.9556, -2.0730, -1.8430], [-2.5035, -4.5782, -0.1077], [-1.9824, -4.3673, -1.7921], [-3.6846, -4.4070, -1.3971], [-3.6077, -2.4682, 1.1504], [-4.7875, -2.6332, -0.1331], [-4.0634, -1.0751, 0.1434]],
  "homo_ha": -0.6328,
  "multiplicity": 1,
  "charge": 3,
  "gap_ev": 7.7
}

---

{
  "formula": "C2H33O14S",
  "method": "wB97M-V/def2-TZVPD",
  "species": ["C", "C", "S", "H", "H", "H", "H", "H", "H", "H", "O", "H", "H", "O", "H", "H", "O", "H", "H", "O", "H", "H", "O", "H", "H", "O", "H", "H", "O", "H", "H", "O", "H", "H", "O", "H", "H", "O", "H", "H", "O", "H", "H", "O", "H", "H", "O", "H", "H", "O"],
  "positions_angstrom": [[2.1093, 2.3553, 0.6308], [1.7465, 1.3453, 1.6724], [1.5802, 1.9686, 3.4510], [3.1215, 2.6831, 0.5617], [1.5061, 3.3584, 0.7905], [1.8747, 2.0319, -0.4300], [2.5295, 0.6153, 1.7089], [0.8187, 0.7863, 1.4353], [0.8013, -0.5414, -4.1925], [-0.0695, 0.4856, -3.4324], [0.6313, 0.3741, -4.1073], [0.2851, 1.8766, 3.6712], [-1.3967, -0.1602, 3.3867], [-0.8056, 0.3055, 2.7900], [1.0255, -2.1453, -2.0369], [-0.1316, -1.3275, -1.6381], [0.2673, -1.7522, -2.3507], [-1.4152, 0.6497, -1.0420], [-1.0479, 1.8341, -1.8931], [-1.2462, 0.8399, -1.9870], [-0.1253, -3.5222, -0.9800], [-1.6783, -3.0377, -1.0578], [-1.0143, -3.6950, -0.6095], [-2.2753, 1.8103, 0.7255], [-1.5825, 2.9208, 1.6202], [-2.1907, 2.8469, 0.9739], [-3.1186, 0.1561, 0.4883], [-1.1425, 0.3103, 1.8524], [-2.1830, 0.2663, 0.4637], [1.8296, 1.3717, -3.4911], [1.4066, 2.6628, -3.0129], [2.2093, 2.1372, -2.9232], [-0.0090, -2.5045, 3.2191], [0.1899, -1.0984, 3.5255], [0.6491, -1.9697, 3.6063], [-1.7968, -1.1621, 1.1938], [-1.6655, -2.5609, 0.7028], [-1.6332, -2.0562, 1.5049], [1.6040, -2.0780, 2.0937], [0.4490, -2.2629, 1.2091], [1.3593, -2.3372, 1.2149], [-2.4694, -1.0241, -0.6939], [-2.7865, -1.6298, -2.1624], [-2.7715, -1.8355, -1.2277], [2.2371, -2.2410, -0.1958], [3.2806, -2.0904, -1.5009], [2.4530, -2.3782, -1.1227], [-1.1299, 3.4953, -0.5396], [0.1320, 2.6348, -0.7991], [-0.4118, 3.2883, -1.0662]],
  "s2": 0.752,
  "homo_ha": [0.0830, -0.1228],
  "multiplicity": 2,
  "charge": -2,
  "gap_ev": [2.0, 7.6]
}

---

{
  "formula": "C7H13N2",
  "method": "wB97M-V/def2-TZVPD",
  "species": ["C", "C", "C", "C", "C", "C", "C", "N", "N", "H", "H", "H", "H", "H", "H", "H", "H", "H", "H", "H", "H", "H"],
  "positions_angstrom": [[-3.0787, 0.6393, 1.1514], [-1.7374, 1.1017, 0.6825], [-2.8559, -0.7056, 0.4456], [-0.7100, -0.4714, -1.2314], [-0.1796, -0.9402, -0.0885], [3.1638, -0.3809, -0.5173], [-1.4494, -0.2167, 0.0127], [4.4552, -0.1975, -0.5323], [2.2734, 0.5807, -0.4978], [-3.0330, 0.6131, 2.2629], [-4.0679, 0.9604, 0.7783], [-1.6900, 1.9731, -0.0328], [-0.9847, 1.2972, 1.4209], [-2.7054, -1.6144, 0.9441], [-3.6108, -0.7730, -0.2835], [-0.7540, -0.7474, -2.2486], [0.5698, -1.2797, 0.5079], [2.7071, -1.3615, -0.6206], [4.9837, -1.0227, -0.7839], [4.8584, 0.6602, -0.2788], [2.6372, 1.4163, -0.4382], [1.2084, 0.4691, -0.6526]],
  "homo_ha": -0.4509,
  "multiplicity": 1,
  "charge": 1,
  "gap_ev": 8.6
}

---

Here are the calculated total energy numbers, same order: -1871.974590, -10802.272146, -1492.823344, -3788.326378, -1547.501933, -383.628540 (Eh).